Computed, not measured: a 2-piece molecular cluster, C4H6N2O overall in a non-equilibrium geometry, with ωB97M-V/def2-TZVPD.

Values from the calculation:
**Kohn-Sham gap**: 8.50 eV
**Calculated total energy**: -340.593167 a.u.

Last column: natural (NBO) charge in e.
Positions of all 13 atoms, in Å:
C 2.21366 -0.05937 -0.28081  -0.7463
C 1.37922 -0.97993 -1.01467  0.3354
N 0.70446 -1.69696 -1.62161  -0.3735
C -0.96175 0.33954 -0.59273  -0.1370
C -1.56310 0.50706 0.61806  0.3810
O -2.81540 0.87295 0.88100  -0.6468
N -0.62995 0.10975 1.43739  -0.6490
H 3.29187 -0.14250 -0.35978  0.2495
H 2.03888 0.08059 0.78382  0.2757
H 1.94550 0.89826 -0.72072  0.2665
H -1.31564 -0.39555 -1.31671  0.1950
H -3.25560 0.94955 0.01722  0.4909
H -1.03214 -0.48340 2.16953  0.3587